Here is a 10-piece molecular cluster, H20O10 overall from OMol25. Energies are from wB97M-V/def2-TZVPD.

Last columns: bonded neighbours and bond lengths (Å).
CARTESIAN COORDINATES (ANGSTROEM)
1 O -0.943 -0.768 0.040  H2 0.963, H3 0.997
2 H -0.722 0.103 0.387  O1 0.963
3 H -1.198 -0.543 -0.897  O1 0.997
4 O 3.135 1.348 -0.499  H5 0.992, H6 0.922
5 H 3.742 0.945 0.174  O4 0.992
6 H 2.716 0.640 -0.915  O4 0.922
7 O -0.147 -1.119 -3.660  H8 1.004, H9 0.959
8 H -0.740 -1.475 -2.932  O7 1.004
9 H 0.741 -1.133 -3.298  O7 0.959
10 O 1.238 -1.440 2.111  H11 1.026, H12 0.934
11 H 1.162 -0.598 1.531  O10 1.026
12 H 1.680 -1.270 2.916  O10 0.934
13 O -1.436 2.568 0.351  H14 0.976, H15 0.904
14 H -1.431 3.162 1.126  O13 0.976
15 H -0.754 2.949 -0.104  O13 0.904
16 O 1.318 3.210 2.922  H17 0.979, H18 0.921
17 H 0.434 3.578 2.723  O16 0.979
18 H 1.096 2.835 3.733  O16 0.921
19 O 0.785 1.809 1.240  H20 0.999, H21 0.970
20 H 1.085 1.068 0.641  O19 0.999
21 H 1.141 1.662 2.131  O19 0.970
22 O -3.870 -2.598 -3.907  H23 1.006, H24 0.957
23 H -4.704 -2.398 -3.380  O22 1.006
24 H -3.308 -1.825 -3.955  O22 0.957
25 O 0.145 -0.480 -1.883  H26 0.932, H27 0.976
26 H 0.545 0.166 -1.343  O25 0.932
27 H 0.687 -1.234 -1.583  O25 0.976
28 O -0.999 -3.270 2.401  H29 0.994, H30 0.952
29 H -0.060 -2.949 2.356  O28 0.994
30 H -1.338 -2.941 1.574  O28 0.952

Computed properties:
Energy relative to the best compared isomer or geometry (same formula, charge and spin) = 8.386 eV
Structure (SMILES) = O.O.O.O.O.O.O.O.O.O
Energy = -20794.227 eV
HOMO-LUMO gap = 9.0 eV